{"formula": "C50H67F24O24PS", "method": "ωB97M-V/def2-TZVPD", "smiles": "COCCCC[C@@]1(P(C)O)OS(=O)(=O)O[C@]1(CCc1ccccc1)CC(=O)O.CCOC(=O)C(F)(F)F.CCOC(=O)C(F)(F)F.CCOC(=O)C(F)(F)F.CCOC(=O)C(F)(F)F.CCOC(=O)C(F)(F)F.CCOC(=O)C(F)(F)F.CCOC(=O)C(F)(F)F.CCOC(=O)C(F)(F)F", "multiplicity": 1, "homo_energy_ev": -8.998, "homo_lumo_gap_ev": 9.18, "species": ["C", "O", "C", "C", "C", "C", "C", "P", "C", "O", "O", "S", "O", "O", "O", "C", "C", "C", "C", "C", "C", "C", "C", "C", "C", "C", "O", "O", "H", "H", "H", "H", "H", "H", "H", "H", "H", "H", "H", "H", "H", "H", "H", "H", "H", "H", "H", "H", "H", "H", "H", "H", "H", "H", "H", "C", "C", "O", "C", "O", "C", "F", "F", "F", "H", "H", "H", "H", "H", "C", "C", "O", "C", "O", "C", "F", "F", "F", "H", "H", "H", "H", "H", "C", "C", "O", "C", "O", "C", "F", "F", "F", "H", "H", "H", "H", "H", "C", "C", "O", "C", "O", "C", "F", "F", "F", "H", "H", "H", "H", "H", "C", "C", "O", "C", "O", "C", "F", "F", "F", "H", "H", "H", "H", "H", "C", "C", "O", "C", "O", "C", "F", "F", "F", "H", "H", "H", "H", "H", "C", "C", "O", "C", "O", "C", "F", "F", "F", "H", "H", "H", "H", "H", "C", "C", "O", "C", "O", "C", "F", "F", "F", "H", "H", "H", "H", "H"], "coordinates": [[6.2860, 3.0193, 0.2815], [6.1240, 1.6130, 0.2630], [6.3850, 1.0087, -0.9840], [5.4048, 1.3915, -2.0911], [4.0341, 0.6903, -1.9400], [3.4678, 0.1919, -3.2845], [2.6337, -1.0921, -3.1875], [3.6247, -2.3122, -4.3013], [4.8043, -2.8084, -3.0105], [2.6978, -3.6710, -4.4588], [2.5993, -1.6130, -1.8120], [1.4111, -2.6401, -1.6332], [1.9173, -3.9728, -1.6969], [0.6596, -2.3129, -0.4643], [0.6262, -2.2684, -2.9362], [1.1296, -1.0009, -3.5290], [0.4201, 0.0897, -2.7166], [-1.0945, 0.1559, -2.9861], [-1.8000, 0.8892, -1.8732], [-2.1955, 0.1982, -0.7288], [-2.8123, 0.8741, 0.3163], [-3.0334, 2.2433, 0.2280], [-2.6453, 2.9402, -0.9081], [-2.0265, 2.2611, -1.9526], [0.7581, -1.0806, -5.0046], [0.8078, 0.1526, -5.8933], [0.6587, 0.0464, -7.0761], [1.0504, 1.3675, -5.3021], [6.6864, 3.3095, 1.2522], [6.9499, 3.3559, -0.5202], [5.3224, 3.5237, 0.1480], [6.2943, -0.0671, -0.8084], [7.4193, 1.1895, -1.3067], [5.8796, 1.1183, -3.0387], [5.2614, 2.4736, -2.1183], [3.3380, 1.4259, -1.5333], [4.1490, -0.1279, -1.2349], [2.8585, 0.9811, -3.7268], [4.2856, 0.0279, -3.9936], [4.9356, -2.0162, -2.2759], [4.4630, -3.7194, -2.5198], [5.7727, -3.0008, -3.4747], [2.6391, -3.8693, -5.3994], [0.8638, 1.0620, -2.9293], [0.5583, -0.0922, -1.6516], [-1.3042, 0.6595, -3.9328], [-1.4858, -0.8622, -3.0545], [-1.9966, -0.8665, -0.6649], [-3.1116, 0.3209, 1.1972], [-3.5057, 2.7645, 1.0498], [-2.7893, 4.0072, -0.9976], [-1.7161, 2.7934, -2.8461], [-0.2787, -1.4240, -5.0549], [1.3711, -1.8190, -5.5126], [0.2756, 1.9377, -5.3788], [7.0520, 0.5612, 3.8215], [5.5834, 0.9124, 3.8747], [5.2101, 1.4321, 5.1721], [5.4817, 2.6984, 5.4147], [6.0069, 3.5009, 4.7034], [4.9232, 3.0398, 6.8106], [5.2423, 2.1017, 7.7110], [3.5820, 3.0860, 6.7292], [5.3641, 4.2073, 7.2568], [7.3049, -0.1396, 4.6176], [7.2823, 0.1051, 2.8596], [7.6738, 1.4483, 3.9408], [4.9664, 0.0268, 3.7427], [5.3145, 1.6332, 3.1033], [-1.3052, -5.1977, -2.2498], [-0.5511, -6.2125, -3.0750], [-1.4594, -6.8362, -4.0161], [-1.6762, -6.1356, -5.1125], [-1.1489, -5.1145, -5.4429], [-2.7762, -6.8024, -5.9645], [-3.8177, -7.1544, -5.2032], [-2.3217, -7.8961, -6.5826], [-3.1956, -5.9325, -6.8790], [-2.1528, -5.6624, -1.7444], [-0.6497, -4.7603, -1.5002], [-1.6904, -4.3939, -2.8781], [-0.1637, -7.0178, -2.4560], [0.2838, -5.7652, -3.6124], [-4.6984, -3.8656, -5.0741], [-5.8712, -2.9341, -4.8792], [-5.7363, -2.1870, -3.6447], [-4.9177, -1.1507, -3.6818], [-4.2893, -0.7482, -4.6147], [-4.9037, -0.4503, -2.3048], [-4.7900, -1.3263, -1.3057], [-6.0570, 0.2221, -2.1461], [-3.9015, 0.4133, -2.2293], [-4.5946, -4.5197, -4.2068], [-4.8451, -4.4759, -5.9600], [-3.7721, -3.3030, -5.1905], [-6.8031, -3.4839, -4.7733], [-5.9788, -2.2399, -5.7119], [-8.7550, 3.9546, -0.8451], [-8.5473, 5.1272, 0.0868], [-7.1446, 5.3342, 0.3663], [-6.4581, 5.9795, -0.5607], [-6.8613, 6.4192, -1.5944], [-4.9922, 6.1326, -0.1009], [-4.5177, 4.9796, 0.3837], [-4.9070, 7.0595, 0.8598], [-4.2226, 6.5067, -1.1168], [-8.2932, 3.0560, -0.4353], [-9.8210, 3.7725, -0.9772], [-8.3144, 4.1476, -1.8224], [-8.9971, 4.9404, 1.0589], [-8.9723, 6.0455, -0.3161], [-8.1981, 2.3352, -3.8412], [-7.8482, 1.1650, -4.7325], [-8.9478, 0.8164, -5.6021], [-9.0944, 1.5663, -6.6820], [-8.4220, 2.4922, -7.0211], [-10.2822, 1.0395, -7.5175], [-11.3453, 0.7922, -6.7475], [-9.9310, -0.1013, -8.1265], [-10.6261, 1.9241, -8.4436], [-9.1053, 2.1231, -3.2748], [-7.3832, 2.5242, -3.1434], [-8.3680, 3.2366, -4.4285], [-7.6670, 0.2711, -4.1405], [-6.9597, 1.3649, -5.3312], [2.6698, 3.6086, 9.5982], [3.5765, 3.6867, 10.8056], [3.5763, 5.0115, 11.3805], [2.5509, 5.3039, 12.1622], [1.6315, 4.5985, 12.4503], [2.7186, 6.7345, 12.7208], [3.0684, 7.5927, 11.7591], [3.6746, 6.7416, 13.6585], [1.5854, 7.1526, 13.2697], [2.9472, 4.3654, 8.8669], [2.7463, 2.6239, 9.1414], [1.6307, 3.7796, 9.8792], [4.6121, 3.5045, 10.5273], [3.2976, 2.9620, 11.5694], [3.1997, -5.8907, 0.6888], [3.6224, -4.8273, 1.6757], [5.0295, -4.9374, 2.0105], [5.8672, -4.4296, 1.1271], [5.5873, -3.9065, 0.0898], [7.3177, -4.5582, 1.6405], [7.5572, -5.7789, 2.1233], [7.5279, -3.6687, 2.6202], [8.1789, -4.3138, 0.6593], [3.4367, -6.8834, 1.0737], [2.1266, -5.8233, 0.5162], [3.7061, -5.7640, -0.2669], [3.1058, -4.9425, 2.6254], [3.4218, -3.8262, 1.2964], [1.5415, 1.2320, 5.0690], [1.6419, 0.5223, 6.4009], [1.1720, -0.8397, 6.2903], [2.0301, -1.7011, 5.7722], [3.1409, -1.4822, 5.3896], [1.4012, -3.1120, 5.7542], [0.1510, -3.0803, 5.2874], [1.3741, -3.6078, 6.9974], [2.1182, -3.9279, 4.9899], [0.5218, 1.1884, 4.6857], [1.8329, 2.2752, 5.1713], [2.1946, 0.7653, 4.3318], [0.9978, 0.9930, 7.1404], [2.6605, 0.5252, 6.7868]], "forces_ev_per_a": [[-0.3, 0.0, -0.1], [0.1, 0.0, 0.2], [-0.1, -0.2, -0.2], [-0.1, -0.2, 0.0], [0.4, 0.6, -0.4], [-0.1, 0.2, 0.6], [0.1, -1.1, -0.7], [-0.1, 0.6, -0.3], [0.4, -0.1, -0.1], [0.1, 0.0, 0.1], [-0.4, 0.4, 0.0], [0.4, -0.7, 0.9], [-0.2, 0.2, -0.3], [0.0, 0.3, -0.3], [0.0, -0.1, -0.5], [0.0, 0.3, 0.8], [-0.2, 0.4, -0.3], [0.1, 0.0, 0.2], [1.4, 0.5, 0.5], [1.1, 0.5, 0.7], [0.4, -0.3, -0.2], [-0.1, 0.1, 0.0], [0.2, -0.2, -0.1], [0.3, -0.3, 0.1], [0.1, 0.2, 0.2], [0.0, -0.1, -0.6], [-0.1, 0.1, 0.4], [-0.1, -0.3, 0.6], [0.1, 0.0, 0.0], [0.1, 0.0, 0.1], [0.0, 0.0, 0.0], [0.1, 0.0, 0.0], [0.0, 0.2, 0.1], [-0.1, 0.0, 0.0], [0.2, 0.0, -0.1], [-0.1, -0.3, 0.3], [-0.2, 0.0, 0.1], [0.0, -0.1, -0.1], [0.0, -0.1, 0.1], [0.0, -0.1, 0.1], [-0.1, 0.1, 0.1], [0.0, -0.1, 0.0], [-0.1, -0.1, 0.0], [0.0, 0.0, 0.0], [0.1, -0.1, 0.0], [0.0, -0.1, -0.1], [-0.1, 0.0, 0.0], [-0.1, 0.0, 0.0], [0.0, 0.1, 0.0], [0.0, 0.0, 0.0], [-0.1, 0.0, 0.1], [0.0, 0.0, 0.0], [0.1, -0.1, -0.1], [-0.2, -0.1, 0.0], [0.1, 0.2, -0.4], [0.1, 0.1, 0.2], [0.1, -0.2, -0.5], [0.0, 0.0, 0.0], [-0.1, -0.1, 0.0], [0.1, 0.1, 0.0], [0.1, -0.1, 0.1], [0.0, 0.0, 0.1], [-0.1, 0.1, 0.0], [0.0, 0.0, -0.1], [0.0, -0.1, 0.0], [0.0, 0.0, 0.0], [0.0, 0.0, -0.1], [-0.1, 0.0, 0.2], [0.0, 0.1, 0.1], [-0.2, 0.1, 0.0], [0.3, 0.1, 0.3], [0.1, 0.0, -0.1], [0.0, -0.1, 0.1], [0.0, 0.1, -0.1], [0.1, 0.1, 0.1], [-0.1, 0.0, 0.0], [0.0, 0.0, 0.0], [-0.1, -0.2, -0.2], [0.1, -0.1, 0.0], [0.0, 0.0, 0.0], [0.1, 0.0, 0.0], [-0.1, -0.1, -0.1], [-0.1, 0.0, 0.0], [0.1, 0.2, 0.3], [-0.1, -0.2, -0.3], [0.0, 0.1, 0.0], [-0.1, -0.2, 0.1], [0.1, 0.1, -0.1], [-0.1, 0.0, -0.2], [0.0, -0.1, 0.0], [-0.1, 0.0, 0.1], [-2.6, -0.5, -1.3], [0.0, -0.1, 0.0], [-0.1, 0.0, 0.0], [0.0, 0.0, -0.1], [0.0, 0.0, 0.1], [0.1, 0.1, 0.1], [0.2, 0.0, 0.0], [-0.3, -0.1, 0.0], [0.0, 0.0, 0.0], [0.0, 0.0, 0.1], [0.0, 0.0, -0.1], [0.0, 0.0, -0.1], [0.0, 0.1, 0.1], [0.0, 0.0, 0.0], [0.0, 0.0, 0.0], [0.0, 0.0, 0.0], [0.0, 0.0, 0.0], [-0.1, 0.1, 0.1], [0.1, 0.0, 0.0], [0.1, 0.0, -0.1], [-0.1, 0.0, -0.1], [0.3, 0.0, 0.2], [0.0, -0.1, 0.0], [0.0, -0.1, 0.0], [0.0, 0.1, 0.0], [0.0, 0.1, 0.0], [0.0, 0.0, 0.0], [0.0, 0.0, 0.0], [0.0, 0.0, 0.0], [0.0, 0.0, 0.1], [0.0, -0.1, 0.0], [0.1, 0.0, 0.0], [-0.1, -0.1, 0.0], [-0.1, 0.1, -0.1], [-0.2, 0.2, 0.2], [0.1, -0.3, -0.2], [0.0, 0.0, 0.0], [0.1, 0.0, 0.0], [-0.1, 0.0, 0.0], [0.0, -0.1, 0.0], [0.0, 0.0, 0.0], [0.0, 0.0, 0.0], [0.0, 0.0, 0.0], [0.1, 0.0, 0.0], [0.0, 0.0, 0.0], [0.0, -0.1, 0.0], [0.0, 0.1, 0.0], [-0.1, 0.1, 0.1], [0.2, -0.1, 0.0], [-0.4, 0.0, 0.0], [0.1, 0.0, 0.0], [-0.2, -0.1, 0.2], [0.1, 0.2, -0.2], [-0.1, 0.0, -0.1], [0.0, 0.0, 0.0], [0.0, 0.0, 0.0], [0.1, 0.0, 0.0], [-0.1, 0.0, 0.1], [0.0, 0.0, 0.0], [-0.1, 0.1, 0.0], [0.1, 0.0, 0.0], [0.1, 0.0, -0.1], [0.0, -0.2, -0.2], [0.1, 0.5, 0.0], [0.0, -0.1, 0.1], [-0.1, 0.1, 0.1], [0.1, 0.0, -0.1], [0.0, 0.1, 0.0], [0.0, 0.0, 0.0], [0.0, 0.0, 0.0], [0.0, -0.1, 0.0], [0.0, 0.0, 0.1], [0.0, 0.0, 0.0], [0.1, 0.0, 0.0], [-0.1, -0.2, 0.0], [0.0, -0.1, -0.1]]}